No. 1
Formula: C42H50BN4OS2Tc
Source: the OMol25 dataset
Level of theory: ωB97M-V with the def2-TZVPD basis set

Calculated values
**Energy relative to the best compared isomer or geometry (same formula, charge and spin)**: 0.0 kcal/mol
**Frontier orbital gap (alpha / beta)**: 7.02 / 6.00 eV
**Net charge**: +1
**Strongest force on any atom**: 0.9 eV/Å
**Electronic energy**: -2826.57955 Eh
**LUMO (alpha / beta)**: -3.698 / -4.775 eV
**Spin multiplicity**: 4

Positions of all 101 atoms, in Å:
Tc  0.61569  0.71747  -0.04585
C  -3.74607  0.73456  -0.47601
C  -2.34180  1.21534  -0.24132
N  -1.34226  0.35391  -0.35628
N  -1.74292  -0.95790  -0.64472
C  -0.79921  -1.78963  -0.88964
S  0.91163  -1.42690  -0.87206
S  -1.11467  -3.47220  -1.20420
C  -2.92926  -3.52956  -1.35796
C  -3.39374  -3.36263  -2.77461
C  -3.57620  -2.09674  -3.32158
C  -3.98488  -1.95169  -4.63768
C  -4.21558  -3.07265  -5.42217
C  -4.03637  -4.33780  -4.88400
C  -3.62702  -4.48067  -3.56715
C  -2.18029  2.62793  0.04941
C  -3.32984  3.44110  0.19277
C  -3.24228  4.80113  0.34446
C  -1.98831  5.41985  0.33398
C  -0.84563  4.66646  0.22849
C  -0.92785  3.27266  0.13125
O  0.20436  2.59360  0.11776
H  -3.77691  -0.29339  -0.80599
H  -4.22719  1.37144  -1.21542
H  -4.30374  0.82273  0.45758
H  -3.33346  -2.77240  -0.68953
H  -3.20623  -4.50837  -0.96726
H  -3.38732  -1.22024  -2.71519
H  -4.12627  -0.96269  -5.05219
H  -4.53597  -2.96049  -6.44867
H  -4.21863  -5.21567  -5.48847
H  -3.49104  -5.47115  -3.15062
H  -4.31011  2.99412  0.18705
H  -4.14048  5.39052  0.45435
H  -1.91474  6.49572  0.41916
H  0.13708  5.11792  0.23874
C  0.38635  4.63614  3.45784
C  0.06743  3.31052  4.14552
C  -0.05154  3.50825  5.65969
C  -1.19357  2.65236  3.61843
C  -2.38880  3.36853  3.58847
C  -3.56770  2.76974  3.18917
C  -3.58563  1.42456  2.84930
C  -2.42228  0.66360  2.87213
C  -2.46989  -0.83689  2.65169
C  -3.70601  -1.32104  1.90227
C  -2.39687  -1.54618  4.01099
C  -1.22694  1.31322  3.22457
N  0.01021  0.59459  3.14738
B  0.74881  0.22640  1.99826
N  1.96300  -0.36060  2.46067
C  1.93447  -0.33319  3.84833
C  0.77446  0.23006  4.25479
C  2.96337  -0.96188  1.64027
C  3.75282  -0.13039  0.83306
C  4.56952  -0.74588  -0.12727
C  4.63555  -2.11300  -0.24948
C  3.88328  -2.90975  0.60057
C  3.02934  -2.36800  1.55012
C  2.22651  -3.36646  2.37660
C  2.77641  -3.55784  3.80041
C  0.71309  -3.17230  2.40027
C  3.95683  1.38728  0.95381
C  3.42104  2.13224  2.17466
C  3.51738  2.08969  -0.33118
H  1.32129  5.04211  3.84515
H  -0.39153  5.38018  3.63440
H  0.48904  4.50600  2.38091
H  0.90977  2.64096  3.96063
H  -0.84193  4.22283  5.89422
H  0.88210  3.89614  6.06818
H  -0.29016  2.57701  6.17519
H  -2.39245  4.40837  3.88732
H  -4.48503  3.34363  3.16835
H  -4.52475  0.95665  2.58703
H  -1.59206  -1.13320  2.06961
H  -4.60412  -1.24168  2.51739
H  -3.58305  -2.37439  1.64695
H  -3.87126  -0.76885  0.97771
H  -3.25210  -1.26104  4.62639
H  -1.49067  -1.29090  4.55610
H  -2.41739  -2.62799  3.87980
H  2.75882  -0.68866  4.44050
H  0.43393  0.43190  5.25607
H  5.20163  -0.12746  -0.75163
H  5.27968  -2.56511  -0.99062
H  3.93765  -3.98649  0.50360
H  2.39137  -4.31356  1.85700
H  2.25487  -2.92541  4.51799
H  3.84320  -3.34087  3.85824
H  2.63153  -4.59003  4.11865
H  0.41739  -2.28425  2.95350
H  0.26105  -4.02745  2.90601
H  0.29479  -3.12081  1.39451
H  5.04650  1.48956  1.00544
H  2.33570  2.24733  2.17198
H  3.84633  3.13704  2.17243
H  3.70892  1.65218  3.10748
H  2.42250  2.05949  -0.47228
H  3.96462  1.65931  -1.22327
H  3.76174  3.15187  -0.29859


No. 2
Formula: C42H51BCl5LaN10OS
Source: the OMol25 dataset
Level of theory: ωB97M-V with the def2-TZVPD basis set

Calculated values
**Energy relative to the best compared isomer or geometry (same formula, charge and spin)**: 78.5 kcal/mol
**Frontier orbital gap**: 4.13 eV
**Strongest force on any atom**: 3.9 eV/Å
**Electronic energy**: -5009.54262 Eh
**LUMO**: 0.071 eV
**Spin multiplicity**: 1

Positions of all 112 atoms, in Å:
La  -0.55800  0.18880  0.08600
C  1.46140  0.34410  -4.81510
C  1.50920  -0.19940  -3.38710
C  2.42540  -1.42910  -3.32270
C  1.97330  0.83090  -2.40410
C  2.88840  1.87440  -2.58880
C  2.99180  2.46440  -1.34730
N  2.19530  1.80430  -0.49570
N  1.56050  0.81440  -1.13730
B  2.06150  2.08810  1.01360
N  2.09850  0.76690  1.79490
C  2.89600  0.54180  2.85000
C  2.85290  -0.79760  3.15730
C  1.98160  -1.35120  2.20950
N  1.52390  -0.38780  1.40580
C  1.62030  -2.80120  2.04830
C  2.74290  -3.70430  2.56660
C  1.31160  -3.13010  0.58810
N  0.77040  2.90000  1.27860
C  0.79990  4.21660  1.52940
C  -0.48500  4.64620  1.75350
C  -1.27430  3.49070  1.62810
N  -0.49870  2.44650  1.32400
C  -2.75780  3.49840  1.89020
C  -2.99870  3.83890  3.37100
C  -3.50060  2.21050  1.55180
H  1.04090  -0.40720  -5.48140
H  0.84980  1.24240  -4.88270
H  2.46200  0.58870  -5.16460
H  0.50340  -0.51360  -3.08490
H  3.45230  -1.16110  -3.56880
H  2.40240  -1.86120  -2.32430
H  2.08970  -2.18090  -4.03670
H  3.39230  2.15760  -3.49070
H  3.58220  3.29970  -1.02920
H  2.98650  2.75250  1.35560
H  3.44670  1.33130  3.31970
H  3.37770  -1.29280  3.94870
H  0.72490  -3.01470  2.64510
H  3.68670  -3.48130  2.07070
H  2.87570  -3.58150  3.63800
H  2.48800  -4.74450  2.37840
H  2.19280  -2.95090  -0.02500
H  1.02830  -4.17690  0.49550
H  0.49130  -2.51130  0.21730
H  1.72230  4.76170  1.54950
H  -0.80320  5.64620  1.97670
H  -3.17770  4.31580  1.28370
H  -2.57360  3.06130  4.00500
H  -2.54330  4.79270  3.62990
H  -4.06850  3.90330  3.56830
H  -3.27230  1.43580  2.27960
H  -4.57320  2.39400  1.58840
H  -3.23910  1.84570  0.56080
C  -0.30140  -4.11920  -2.54910
N  -1.52910  -3.52110  -3.02260
C  -2.03790  -4.06680  -4.25800
C  -1.88830  -2.30580  -2.52780
O  -1.09240  -1.64250  -1.85200
N  -3.13500  -1.86140  -2.88490
C  -3.46410  -0.46860  -2.68640
C  -4.30110  -2.71950  -2.84300
H  -0.36210  -5.19710  -2.68860
H  -0.18200  -3.90670  -1.49010
H  0.57120  -3.73490  -3.08630
H  -1.20190  -4.25540  -4.93590
H  -2.70980  -3.36200  -4.73980
H  -2.55480  -5.01470  -4.08270
H  -2.55010  0.11800  -2.63880
H  -4.01620  -0.32610  -1.75410
H  -4.07310  -0.12420  -3.52740
H  -4.01460  -3.76190  -2.74860
H  -4.90950  -2.57810  -3.74200
H  -4.91940  -2.46620  -1.97560
Cl  -1.12570  -0.14780  3.02170
C  -1.63030  -1.79830  3.07890
C  -2.20340  -2.30400  1.85430
C  -2.33180  -3.72460  1.74830
Cl  -2.78630  -4.35440  0.21110
C  -2.02130  -4.54110  2.80140
Cl  -2.15010  -6.24800  2.64070
C  -1.58630  -4.00530  4.03410
Cl  -1.27050  -5.04630  5.37430
C  -1.34400  -2.62300  4.13180
Cl  -0.63900  -1.97200  5.56470
N  -1.12830  1.95970  -1.67960
S  -2.27600  3.02530  -1.64260
C  -3.29420  2.80060  -3.13990
C  -2.70260  2.63980  -4.38290
C  -3.49120  2.40990  -5.49370
C  -4.87050  2.33990  -5.36100
C  -5.45680  2.49570  -4.11390
C  -4.66940  2.71980  -2.99940
C  -1.60000  4.61010  -2.23740
C  -2.46570  5.64240  -2.55660
C  -1.94600  6.83850  -3.01810
C  -0.57480  6.99150  -3.15690
C  0.28130  5.95640  -2.82270
C  -0.23190  4.76080  -2.35030
H  -0.60550  1.95940  -2.55170
H  -1.62840  2.69520  -4.48260
H  -3.02880  2.27950  -6.46130
H  -5.48290  2.15550  -6.23030
H  -6.52710  2.42010  -4.00930
H  -5.11370  2.82360  -2.02350
H  -3.53150  5.50070  -2.45510
H  -2.60560  7.65240  -3.27690
H  -0.17280  7.92490  -3.51970
H  1.34730  6.07910  -2.93160
H  0.41300  3.94190  -2.06550
N  -2.67960  -0.45320  0.18580
C  -2.48320  -1.38880  0.88780


No. 3
Formula: C42H51BeBrGeN3OSi4Te
Source: the OMol25 dataset
Level of theory: ωB97M-V with the def2-TZVPD basis set

Calculated values
**Energy relative to the best compared isomer or geometry (same formula, charge and spin)**: 24.6 kcal/mol
**Frontier orbital gap (alpha / beta)**: 6.60 / 4.68 eV
**Strongest force on any atom**: 2.1 eV/Å
**Electronic energy**: -7962.36853 Eh
**LUMO (alpha / beta)**: -0.939 / -2.761 eV
**Spin multiplicity**: 2

Positions of all 105 atoms, in Å:
Be  0.86730  0.50770  0.31640
Br  -5.53380  2.66600  6.41670
C  -4.16400  3.74960  5.65390
C  -3.38330  4.54810  6.47610
C  -2.35820  5.29260  5.92930
C  -2.07380  5.20690  4.56340
C  -2.90100  4.42480  3.74530
C  -3.95140  3.71200  4.28510
N  -1.11220  6.03470  4.00770
N  -0.28410  5.68580  3.16290
C  0.03450  4.37830  2.87750
C  0.24200  3.42000  3.87040
C  0.67980  2.13820  3.59030
C  0.82580  1.73130  2.26420
O  1.11740  0.53430  1.86590
C  0.61570  2.69090  1.24160
N  0.76010  2.20720  -0.00750
C  0.62770  3.04320  -1.02560
C  0.33620  4.39520  -0.84660
C  0.15660  4.90030  0.42260
C  0.28770  4.03320  1.52200
H  -3.58050  4.58550  7.53610
H  -1.74430  5.91860  6.55790
H  -2.72280  4.39690  2.67880
H  -4.58940  3.11610  3.65010
H  0.10620  3.71090  4.90120
H  0.85190  1.42740  4.38300
H  0.76550  2.63080  -2.01460
H  0.24230  5.03350  -1.71080
H  -0.07310  5.94130  0.59600
C  7.06460  -1.55190  1.74010
Si  5.15360  -1.45430  1.76340
C  4.50050  -3.24170  1.91190
C  4.61380  -0.47380  3.31230
Si  4.39810  -0.32990  -0.20960
Te  2.06770  -0.97160  -1.02990
Si  5.55320  -1.15360  -2.17070
C  5.26110  -3.03280  -2.31150
C  7.43740  -0.85450  -2.11710
C  4.88460  -0.28660  -3.73490
Si  4.83160  1.99900  0.04540
C  6.71710  2.19860  0.29710
C  4.31840  3.04190  -1.47420
C  4.04070  2.86470  1.55190
H  7.46720  -1.97180  2.65760
H  7.51110  -0.57150  1.61160
H  7.40830  -2.17740  0.92320
H  4.86590  -3.73740  2.80680
H  4.80860  -3.83860  1.05980
H  3.41690  -3.25720  1.94770
H  4.78840  -1.01910  4.23590
H  3.55440  -0.24300  3.26630
H  5.15370  0.46510  3.38850
H  5.72660  -3.56120  -1.48640
H  5.66490  -3.44120  -3.23190
H  4.19910  -3.25070  -2.28840
H  7.87380  -1.21280  -1.19200
H  7.67380  0.19960  -2.20880
H  7.93660  -1.36960  -2.93300
H  3.80520  -0.38020  -3.78830
H  5.29920  -0.70790  -4.64570
H  5.12570  0.77120  -3.72860
H  7.28120  1.68370  -0.47270
H  7.02040  1.78700  1.25540
H  7.01950  3.24100  0.28370
H  4.80430  2.69570  -2.37970
H  4.57790  4.08910  -1.34430
H  3.24640  2.99250  -1.63540
H  4.35180  2.40590  2.48390
H  2.95960  2.81320  1.51560
H  4.30910  3.91760  1.60080
C  -3.52540  3.96450  -1.41470
C  -3.76100  3.51410  -0.12810
C  -3.13620  2.36990  0.33510
C  -2.28280  1.63840  -0.47810
C  -2.06200  2.10010  -1.77170
C  -2.67320  3.24940  -2.23960
Ge  -1.42450  -0.07760  0.08660
C  -2.38050  -0.47140  1.78380
C  -3.24830  -1.54790  1.90980
C  -4.01610  -1.70930  3.04970
C  -3.92030  -0.80170  4.09070
C  -3.04550  0.26730  3.98470
C  -2.28240  0.42210  2.84210
C  -2.28940  -1.37240  -1.17080
C  -3.32740  -0.97130  -2.00020
C  -4.03210  -1.89120  -2.75470
C  -3.70760  -3.23400  -2.69240
C  -2.67640  -3.65050  -1.86660
C  -1.97070  -2.72340  -1.11920
H  -4.01130  4.85900  -1.77560
H  -4.45320  4.04660  0.50970
H  -3.33370  2.02190  1.33930
H  -1.42220  1.52150  -2.42840
H  -2.49830  3.58090  -3.25370
H  -3.34100  -2.25920  1.10120
H  -4.69970  -2.54470  3.12360
H  -4.51800  -0.92550  4.98180
H  -2.96150  0.98730  4.78770
H  -1.60290  1.25900  2.76650
H  -3.59460  0.07380  -2.05280
H  -4.84710  -1.55900  -3.38350
H  -4.25590  -3.95430  -3.28300
H  -2.43120  -4.70080  -1.79870
H  -1.16390  -3.05240  -0.47690


No. 4
Formula: C42H51BrN2P2SV
Source: the OMol25 dataset
Level of theory: ωB97M-V with the def2-TZVPD basis set

Calculated values
**Energy relative to the best compared isomer or geometry (same formula, charge and spin)**: 16.7 kcal/mol
**Frontier orbital gap (alpha / beta)**: 6.44 / 7.09 eV
**Net charge**: +2
**Strongest force on any atom**: 2.4 eV/Å
**Electronic energy**: -6338.93358 Eh
**LUMO (alpha / beta)**: -6.536 / -5.937 eV
**Spin multiplicity**: 2

Positions of all 100 atoms, in Å:
V  -0.12295  -0.42918  -0.58353
C  -3.22503  2.11856  1.58008
C  -3.62308  1.17448  0.44914
C  -3.85336  1.91800  -0.86443
P  -2.41064  -0.23835  0.25953
C  -2.72451  -1.30071  1.76840
C  -1.75083  -2.47827  1.75333
C  -4.15098  -1.80021  1.98334
C  -3.04476  -1.11260  -1.20299
C  -4.28863  -1.72278  -1.32278
C  -4.61797  -2.42411  -2.46904
C  -3.69269  -2.53949  -3.49530
C  -2.47334  -1.89368  -3.41630
C  -2.14563  -1.13005  -2.28846
N  -0.96181  -0.39388  -2.18897
C  -0.58827  0.34290  -3.29759
C  -1.44120  0.57372  -4.39079
C  -0.99829  1.23766  -5.51706
C  0.29885  1.72348  -5.57979
C  1.12017  1.61569  -4.47043
C  0.69343  0.94892  -3.32798
P  1.49135  0.97794  -1.69646
C  1.10033  2.72085  -1.12445
C  1.71092  3.83413  -1.97101
C  -0.41711  2.88534  -1.06705
C  3.37298  0.95778  -1.72906
C  3.84985  -0.40511  -1.22855
C  4.02683  1.27778  -3.06979
H  -3.96475  2.91206  1.66015
H  -2.25657  2.58554  1.39607
H  -3.19445  1.59757  2.53511
H  -4.56699  0.68375  0.71664
H  -3.02097  2.56607  -1.12492
H  -4.73787  2.54415  -0.76401
H  -4.02968  1.22269  -1.68410
H  -2.46413  -0.64081  2.60767
H  -1.93812  -3.11261  0.88617
H  -1.88473  -3.07686  2.65211
H  -0.71214  -2.13595  1.72194
H  -4.38575  -2.61052  1.29918
H  -4.88647  -1.00674  1.88248
H  -4.23474  -2.19601  2.99386
H  -5.01060  -1.63437  -0.52720
H  -5.58376  -2.89615  -2.55609
H  -3.92669  -3.12314  -4.37059
H  -1.75790  -1.99035  -4.22124
H  -2.46295  0.22832  -4.36168
H  -1.67320  1.38456  -6.34297
H  0.65396  2.21685  -6.47020
H  2.09853  2.06227  -4.50924
H  1.51694  2.77805  -0.10754
H  1.35791  3.77929  -2.99876
H  2.79680  3.81242  -1.95684
H  1.39650  4.79624  -1.56720
H  -0.82912  2.88033  -2.07790
H  -0.67412  3.83870  -0.60532
H  -0.87300  2.07205  -0.49163
H  3.66257  1.72238  -0.99309
H  3.45506  -1.21062  -1.84834
H  3.53223  -0.55416  -0.19934
H  4.93615  -0.45524  -1.25618
H  3.70314  0.58054  -3.83874
H  5.10638  1.17381  -2.96230
H  3.83316  2.29880  -3.38945
Br  1.96136  -6.80607  -0.46640
C  1.35296  -5.01110  -0.58501
C  2.10771  -3.98615  -0.03051
C  1.63654  -2.68674  -0.09137
C  0.43715  -2.36013  -0.71552
C  -0.29927  -3.40914  -1.26314
C  0.14102  -4.72090  -1.19643
H  3.05187  -4.20334  0.44434
H  2.23580  -1.91802  0.37187
H  -1.25117  -3.23331  -1.74507
H  -0.45706  -5.51574  -1.61488
N  0.52332  0.39427  1.17471
S  1.68253  -0.22948  2.09673
C  0.96599  -0.62896  3.71313
C  1.66978  -1.56848  4.44789
C  1.20654  -1.93485  5.69971
C  0.04759  -1.36153  6.20077
C  -0.64942  -0.42412  5.45485
C  -0.19162  -0.05188  4.20082
C  2.76974  1.11883  2.64841
C  4.10974  1.01224  2.30884
C  5.00157  1.97971  2.74094
C  4.55218  3.03533  3.51766
C  3.21068  3.13182  3.85370
C  2.31023  2.17052  3.42331
H  0.13399  1.25459  1.55443
H  2.57018  -2.00235  4.04043
H  1.75600  -2.66068  6.27868
H  -0.31402  -1.64485  7.17578
H  -1.54644  0.02510  5.85340
H  -0.73379  0.67640  3.61392
H  4.46209  0.16866  1.73403
H  6.04589  1.90291  2.48283
H  5.25013  3.77471  3.87693
H  2.86372  3.94943  4.46654
H  1.27223  2.23157  3.71517


Look up the electronic energy of the fourth one. -6338.93358 Eh


Among the records above, which one has the lowest energy relative to the best compared isomer or geometry (same formula, charge and spin)? C42H50BN4OS2Tc


Look up the strongest force on any atom of the second one. 3.9 eV/Å


Look up the electronic energy of the first one. -2826.57955 Eh